{"formula": "C4H7NS2", "method": "ωB97M-V/def2-TZVPD", "elements": ["S", "C", "C", "C", "C", "N", "S", "H", "H", "H", "H", "H", "H", "H"], "xyz": [[-1.13354, 1.78757, 0.02752], [0.09959, 0.67005, -0.02461], [1.54741, 1.11044, -0.11121], [2.38216, -0.20922, 0.20682], [1.32231, -1.37205, -0.06902], [-0.01293, -0.64462, -0.16660], [-1.48336, -1.49790, 0.01960], [1.71373, 1.95632, 0.58299], [1.73450, 1.48961, -1.13182], [2.76013, -0.23977, 1.24483], [3.22135, -0.27920, -0.50536], [1.34576, -1.90235, -1.01522], [1.26335, -2.01733, 0.80839], [-2.18694, -0.32493, 0.41653]], "relative_energy_ev": 0.4692, "charge": 0, "homo_lumo_gap_ha": 0.3313, "smiles": "S=C1CCCN1S", "max_force_ev_per_a": 1.896, "energy_ha": -1007.71701, "e_homo_ha": -0.3061}